# 1
ORCA calculation (ωB97M-V with the def2-TZVPD basis set) on one molecule with the formula C6H12N2O.

Properties
Energy in hartree: -420.4500
Molar mass in g/mol: 128.17
SMILES: COC(C)(C)C(N)=C=N
HOMO-LUMO gap in eV: 8.229

Positions of all 21 atoms, in Å:
C -0.599 -1.213 -1.716
C 1.170 1.706 -0.296
C 1.698 -0.693 0.322
C -1.670 0.438 0.236
C -0.541 0.309 0.961
C 0.629 0.341 0.069
N -0.451 -0.241 2.267
O -0.389 0.122 -1.322
N -2.861 0.689 0.041
H -1.334 -0.624 2.582
H -0.119 0.436 2.945
H -3.384 0.124 -0.620
H 0.268 -1.604 -2.258
H -0.797 -1.856 -0.848
H -1.465 -1.244 -2.384
H 1.883 1.635 -1.118
H 0.361 2.375 -0.577
H 2.201 -0.915 -0.621
H 2.442 -0.303 1.018
H 1.282 -1.607 0.739
H 1.677 2.125 0.577

Atomic partial charges in e from the Löwdin method, atoms 1 to 5: -0.1392, -0.0288, -0.0290, -0.1733, -0.3033



# 2
ORCA calculation (ωB97M-V with the def2-TZVPD basis set) on C4H5LuO3 as an isolated structure.

Properties
Energy in hartree: -1616.6472
Molar mass in g/mol: 276.05
HOMO-LUMO gap in eV: 7.197

Positions of all 13 atoms, in Å:
O -0.873 -0.759 1.063
C -2.063 -0.539 0.855
C -2.494 0.339 -0.279
O -1.452 0.876 -0.970
Lu 0.551 0.385 -0.395
H -2.837 -1.043 1.464
H -3.175 1.090 0.189
H -3.180 -0.295 -0.891
O 2.298 1.205 0.637
C 3.103 0.316 0.029
C 2.607 -0.617 -0.830
H 4.167 0.375 0.342
H 3.349 -1.332 -1.215

Atomic partial charges in e from the Löwdin method, atoms 1 to 5: -0.0789, -0.1822, -0.3773, -0.4134, 1.7859



# 3
ORCA calculation (ωB97M-V with the def2-TZVPD basis set) on C20H60CaN5O9P as an isolated structure.

Properties
Energy in hartree: -2767.1111
Molar mass in g/mol: 585.78
2S+1: 2
Charge: +3
⟨S²⟩: 0.75
HOMO-LUMO gap (alpha / beta) in eV: 3.955 / 8.877

Positions of all 96 atoms, in Å:
Ca -3.229 0.072 1.951
P -0.698 -0.137 0.562
O -0.289 -1.575 0.058
O -1.050 -0.327 2.058
O -2.172 0.282 0.144
O 0.255 1.015 0.239
C 2.107 2.736 4.615
C 1.707 2.874 3.159
C 2.792 3.490 2.299
O 2.515 3.383 0.910
C 1.482 4.190 0.467
N 1.326 1.538 2.588
H 1.014 1.575 1.628
H 2.217 1.063 2.608
H 0.649 1.038 3.147
H 2.176 3.742 5.029
H 2.979 2.091 4.722
H 1.374 2.245 5.254
H 0.740 3.375 3.123
H 3.771 3.023 2.410
H 2.875 4.555 2.516
H 0.521 3.724 0.684
H 1.527 4.263 -0.619
H 1.548 5.210 0.846
C -0.028 -5.232 1.592
C -0.647 -4.150 2.532
C -0.597 -4.524 3.995
O -1.193 -3.496 4.750
C -0.875 -3.584 6.125
N 0.139 -2.886 2.334
H -0.231 -2.078 2.812
H 1.145 -2.974 2.364
H 0.062 -2.569 1.378
H -0.358 -4.863 0.621
H -0.436 -6.243 1.577
H 1.060 -5.245 1.656
H -1.661 -4.003 2.160
H 0.396 -4.760 4.377
H -1.191 -5.429 4.123
H 0.104 -3.160 6.348
H -0.971 -4.596 6.516
H -1.584 -3.010 6.721
C -3.653 1.986 -2.102
C -2.630 3.063 -1.713
C -2.963 3.822 -0.374
O -2.111 4.871 0.047
C -2.303 5.646 1.217
N -1.293 2.386 -1.629
H -0.506 2.936 -1.315
H -1.336 1.572 -1.032
H -1.076 2.045 -2.555
H -3.408 1.591 -3.088
H -4.626 2.477 -2.120
H -3.680 1.105 -1.460
H -2.606 3.811 -2.506
H -2.944 3.100 0.443
H -4.001 4.153 -0.334
H -1.668 6.531 1.237
H -1.892 4.942 1.940
H -3.365 5.829 1.386
C -0.154 -2.170 -3.610
C -1.414 -1.348 -3.248
C -2.394 -1.532 -4.397
O -3.622 -0.786 -4.064
C -4.572 -0.749 -5.109
N -1.980 -1.917 -1.959
H -1.904 -2.921 -2.032
H -1.443 -1.588 -1.169
H -2.947 -1.658 -1.825
H 0.587 -1.690 -2.972
H 0.232 -2.077 -4.625
H -0.111 -3.238 -3.394
H -1.219 -0.300 -3.022
H -2.708 -2.570 -4.508
H -1.983 -1.211 -5.355
H -4.243 -0.335 -6.063
H -5.403 -0.081 -4.886
H -4.852 -1.784 -5.305
C 3.572 1.343 -1.498
C 3.079 -0.074 -1.775
C 4.261 -1.015 -2.096
O 3.780 -2.292 -2.336
C 4.810 -3.194 -2.706
N 2.357 -0.511 -0.512
H 1.654 0.140 -0.194
H 1.930 -1.425 -0.469
H 2.891 -0.545 0.344
H 3.973 1.723 -2.437
H 4.494 1.370 -0.916
H 2.840 2.067 -1.142
H 2.250 -0.097 -2.484
H 5.027 -1.114 -1.326
H 4.829 -0.648 -2.951
H 5.618 -3.208 -1.975
H 5.292 -2.935 -3.648
H 4.262 -4.135 -2.756

Atomic partial charges in e from the Löwdin method, atoms 1 to 5: 1.1206, 0.0791, -0.3889, -0.5896, -0.6556



# 4
ORCA calculation (ωB97M-V with the def2-TZVPD basis set) on C4H7ClP as an isolated structure.

Properties
Energy in hartree: -957.7736
Molar mass in g/mol: 121.53
Charge: +1
HOMO-LUMO gap in eV: 7.180

Positions of all 13 atoms, in Å:
C 0.218 -0.314 0.423
C -0.315 -0.199 1.537
C -1.013 0.060 2.730
C 1.333 0.167 -2.615
P -0.405 0.807 -1.132
Cl -1.853 -0.359 -1.790
H 1.015 -0.884 -0.008
H -1.160 1.137 2.854
H -0.399 -0.266 3.575
H -1.971 -0.461 2.772
H 2.240 0.305 -2.054
H 1.209 0.860 -3.426
H 1.100 -0.854 -2.866

Atomic partial charges in e from the Löwdin method, atoms 1 to 5: -0.2240, -0.0273, -0.0109, -0.0860, 0.5943



# 5
ORCA calculation (ωB97M-V with the def2-TZVPD basis set) on a 2-piece molecular cluster, C2H3FN2O overall.

Properties
Energy in hartree: -362.4835
Molar mass in g/mol: 90.06
SMILES: C1=NN1.O=CF
HOMO-LUMO gap in eV: 9.639

Positions of all 9 atoms, in Å:
C 1.397 0.429 0.434
C -2.068 0.104 -0.366
N 2.493 -0.402 0.147
N 1.358 0.055 -0.747
O -1.173 -0.497 0.116
F -3.346 0.111 0.156
H 0.892 0.849 1.320
H -2.048 0.745 -1.374
H 2.493 -1.393 0.315

Atomic partial charges in e from the Löwdin method, atoms 1 to 5: -0.2345, -0.2902, -0.0259, 0.0862, 0.0818



# 6
ORCA calculation (ωB97M-V with the def2-TZVPD basis set) on a 2-piece molecular cluster, C2H6OS3 overall.

Properties
Energy in hartree: -1349.5293
Molar mass in g/mol: 142.27
HOMO-LUMO gap in eV: 8.581

Positions of all 12 atoms, in Å:
C 0.184 -0.152 1.323
C -0.537 -1.364 0.891
O 1.342 0.796 -1.606
S -0.310 0.128 -3.993
S -0.774 -1.762 -0.656
S 0.052 1.163 -2.174
H 0.699 -0.313 2.268
H 0.885 0.165 0.551
H -0.536 0.657 1.471
H -0.943 -2.016 1.662
H -0.895 -0.908 -3.397
H 0.347 2.310 -2.953

Atomic partial charges in e from the Löwdin method, atoms 1 to 5: -0.1763, -0.6796, -0.6480, 0.3955, 0.6866



# 7
ORCA calculation (ωB97M-V with the def2-TZVPD basis set) on CH5NO3P2 as an isolated structure.

Properties
Energy in hartree: -1004.3194
Molar mass in g/mol: 141.00
HOMO-LUMO gap in eV: 8.343

Positions of all 12 atoms, in Å:
C 1.223 0.272 -0.651
N 1.222 -0.968 0.019
O -1.646 0.511 -0.846
O -2.706 -1.597 -0.203
O -0.548 0.795 1.283
P -2.536 -0.236 0.320
P -0.406 1.416 -0.258
H 1.982 1.120 -0.289
H 1.319 0.211 -1.746
H 0.629 -1.747 -0.331
H 0.190 1.192 1.732
H 1.276 -0.969 0.970

Atomic partial charges in e from the Löwdin method, atoms 1 to 5: -0.3987, -0.0361, -0.6178, -0.4366, -0.4460



# 8
ORCA calculation (ωB97M-V with the def2-TZVPD basis set) on an isolated ion of composition C6H17NO3PS and charge +1.

Properties
Energy in hartree: -1258.6195
Molar mass in g/mol: 214.25
Charge: +1
SMILES: CP(C)(C)=[NH+]CCOS(C)(=O)=O
HOMO-LUMO gap in eV: 11.462

Positions of all 29 atoms, in Å:
C -1.662 2.650 0.996
C 0.568 2.258 -0.809
C 0.422 0.939 1.958
C 2.596 -2.782 0.004
C -1.245 -0.464 -1.508
C -1.069 -1.973 -1.269
N -1.483 0.368 -0.329
O 1.348 -0.437 -0.199
O 0.315 -2.091 1.224
O 0.289 -2.399 -1.224
P -0.446 1.422 0.427
S 1.084 -1.840 0.044
H -2.291 2.221 1.774
H -2.295 2.949 0.162
H -1.158 3.525 1.398
H 0.989 3.151 -0.353
H -0.068 2.547 -1.645
H 1.370 1.604 -1.140
H 1.495 0.979 1.801
H 0.157 -0.084 2.221
H 0.132 1.621 2.755
H 3.199 -2.426 -0.821
H 3.102 -2.627 0.949
H 2.329 -3.823 -0.120
H -0.370 -0.080 -2.032
H -2.121 -0.336 -2.153
H -1.500 -2.537 -2.098
H -1.554 -2.271 -0.332
H -2.134 -0.066 0.317

Atomic partial charges in e from the Löwdin method, atoms 1 to 5: -0.1707, -0.1430, -0.1523, -0.0741, -0.1926



# 9
ORCA calculation (ωB97M-V with the def2-TZVPD basis set) on one molecule with the formula C11H22N2O3.

Properties
Energy in hartree: -767.6270
Molar mass in g/mol: 230.31
SMILES: CC[C@H](C)[C@H](NC(=O)[C@@H](N)C(C)C)C(=O)O
HOMO-LUMO gap in eV: 10.396

Positions of all 38 atoms, in Å:
C 2.265 -0.502 -0.390
C 1.084 0.246 -0.971
C 3.108 0.446 0.476
C 4.246 -0.315 1.154
C 2.253 1.192 1.508
C -1.360 0.648 -0.943
C -1.475 2.098 -0.430
C -2.599 -0.196 -0.580
C -2.631 -1.472 -1.416
C -2.713 -0.485 0.924
C -4.126 -0.910 1.344
H 3.261 -0.342 -2.165
H 2.584 -1.806 -1.949
H 1.913 -1.332 0.258
H 3.546 1.217 -0.202
H 4.851 -0.888 0.405
H 4.924 0.402 1.681
H 3.886 -1.019 1.911
H 2.881 1.795 2.161
H 1.739 0.480 2.188
H 1.549 1.819 1.071
H -0.181 -0.611 0.358
H -1.262 0.687 -2.015
H -3.450 0.425 -0.862
H -3.575 -2.060 -1.186
H -1.748 -2.101 -1.210
H -2.602 -1.272 -2.494
H -2.416 0.425 1.506
H -2.030 -1.313 1.214
H -4.183 -1.118 2.420
H -4.836 -0.095 1.105
H -4.462 -1.837 0.834
H 0.224 2.395 -1.336
N 3.094 -1.070 -1.462
N -0.140 0.003 -0.452
O 1.236 1.072 -1.884
O -2.418 2.518 0.181
O -0.438 2.875 -0.751

Atomic partial charges in e from the Löwdin method, atoms 1 to 5: -0.3122, -0.4294, -0.3896, -0.0847, -0.0567



# 10
ORCA calculation (ωB97M-V with the def2-TZVPD basis set) on C3H7O2 as an isolated structure.

Properties
Energy in hartree: -268.9309
Molar mass in g/mol: 75.09
Charge: -1
HOMO-LUMO gap in eV: 7.752

Positions of all 12 atoms, in Å:
C -2.084 -0.867 0.763
O -0.826 -0.406 0.712
H -2.332 -1.615 -0.016
H -2.283 -1.435 1.671
H -2.859 -0.094 0.642
O 2.463 0.325 -2.122
C 1.735 0.942 -1.299
C 1.382 0.383 -0.002
H 1.410 1.984 -1.539
H 1.833 -0.537 0.302
H 0.081 0.102 0.175
H 1.481 1.218 0.713

Atomic partial charges in e from the Löwdin method, atoms 1 to 5: -0.3510, -0.2904, 0.0463, 0.0402, 0.0463



# 11
ORCA calculation (ωB97M-V with the def2-TZVPD basis set) on C3H4NPS as an isolated structure.

Properties
Energy in hartree: -910.9256
Molar mass in g/mol: 117.11
HOMO-LUMO gap in eV: 8.410

Positions of all 10 atoms, in Å:
C -1.973 0.976 -0.324
C 0.195 -0.479 -0.010
C 1.705 -0.425 0.273
N -0.578 -1.374 0.353
P -2.671 -0.530 0.103
S -0.346 1.129 -0.759
H -2.717 1.778 -0.475
H 2.245 -1.112 -0.421
H 2.011 -0.600 1.361
H 2.127 0.637 -0.103

Atomic partial charges in e from the Löwdin method, atoms 1 to 5: -0.9307, -0.8007, -0.1360, -0.0657, 0.8576



# 12
ORCA calculation (ωB97M-V with the def2-TZVPD basis set) on a 2-piece molecular cluster, CH5ClNOPS overall.

Properties
Energy in hartree: -1370.7521
Molar mass in g/mol: 145.55
HOMO-LUMO gap (alpha / beta) in eV: 6.916 / 6.906

Positions of all 11 atoms, in Å:
C 0.346 0.624 -1.513
N -1.405 -0.633 1.041
O 0.154 1.108 -0.147
P 0.133 -0.017 1.045
S 2.606 -1.758 0.455
Cl -0.042 1.380 2.558
H 0.595 -0.468 -1.594
H 1.131 1.194 -1.897
H -0.399 0.920 -2.133
H -1.352 -1.154 1.944
H -1.765 -1.196 0.240

Atomic partial charges in e from the Löwdin method, atoms 1 to 5: -0.1272, -0.2135, -0.4631, 0.3296, -0.0929



Listing F_max for the structures above in their given order: 0.043; 0.048; 0.073; 0.062; 0.058; 0.024; 0.067; 0.028; 0.044; 0.060; 0.072; 0.066 hartree/bohr.